Entry 1:
{
  "formula": "C24H18Cl5NO7Rb",
  "method": "wB97M-V/def2-TZVPD",
  "elements": ["Rb", "O", "C", "O", "C", "O", "C", "C", "O", "O", "H", "H", "H", "H", "H", "Cl", "C", "C", "C", "Cl", "C", "Cl", "C", "Cl", "C", "Cl", "C", "O", "C", "C", "C", "C", "C", "C", "N", "C", "C", "C", "C", "C", "C", "C", "O", "H", "H", "H", "H", "H", "H", "H", "H", "H", "H", "H", "H", "H"],
  "positions_angstrom": [[1.11718, 0.07307, 1.53827], [4.82363, -3.86086, 1.62339], [3.92508, -2.93073, 2.01840], [4.03846, -1.76544, 1.77054], [2.79500, -3.54483, 2.81221], [1.77390, -2.61005, 2.86049], [0.65698, -2.97761, 3.65622], [-0.38573, -1.83042, 3.55122], [-1.56436, -2.18381, 3.35949], [0.08035, -0.67219, 3.66413], [5.49727, -3.39205, 1.11221], [3.17811, -3.79101, 3.81318], [2.48277, -4.48437, 2.34127], [0.95581, -3.10076, 4.70603], [0.21195, -3.91084, 3.30128], [4.40403, -0.32261, -1.63497], [3.73148, 1.29347, -1.42375], [2.96870, 1.53057, -0.29358], [2.47460, 2.82272, -0.21463], [1.52296, 3.22138, 1.20662], [2.69645, 3.81562, -1.16313], [2.01995, 5.40848, -0.99634], [3.47614, 3.51708, -2.27902], [3.79378, 4.72708, -3.47531], [4.00216, 2.23489, -2.41456], [4.96205, 1.85296, -3.81160], [-3.57382, -0.28703, 3.01611], [-3.95993, -0.07041, 1.65382], [-3.51722, 1.05983, 1.03776], [-3.41360, 2.30371, 1.63830], [-3.04155, 3.40573, 0.88063], [-2.75643, 3.27258, -0.46896], [-2.84539, 2.02838, -1.06968], [-3.22399, 0.92612, -0.32251], [-3.47034, -0.33676, -0.89495], [-2.92874, -0.96358, -1.94100], [-1.72151, -0.81738, -2.59825], [-1.59165, -1.51244, -3.85129], [-0.43137, -1.53330, -4.54258], [0.71195, -0.84493, -4.02147], [0.66867, -0.21079, -2.82921], [-0.52119, -0.22058, -1.99463], [-0.47658, 0.17168, -0.82390], [-3.86327, 0.55075, 3.65221], [-2.50195, -0.47527, 3.09344], [-4.10629, -1.17866, 3.33495], [-3.62800, 2.42087, 2.69161], [-2.96013, 4.37395, 1.35699], [-2.45313, 4.13498, -1.04767], [-2.63054, 1.90748, -2.12427], [-4.15783, -0.86320, -0.37564], [-3.58044, -1.74755, -2.32060], [-2.46963, -2.01418, -4.24651], [-0.36076, -2.06041, -5.48535], [1.63358, -0.84893, -4.59222], [1.53240, 0.30964, -2.43317]],
  "lowdin_charge": [0.964, 0.101, -0.486, 0.119, -0.142, -0.176, -0.120, -0.716, -0.043, -0.246, 0.125, 0.145, 0.140, 0.128, 0.120, 0.591, -0.750, -0.248, -0.739, 0.568, -0.708, 0.620, -0.718, 0.628, -0.720, 0.615, -0.043, -0.088, -0.222, -0.003, -0.081, -0.080, -0.013, -0.169, 0.121, -0.020, -0.137, -0.074, -0.108, -0.066, 0.010, -0.366, -0.065, 0.078, 0.066, 0.093, 0.108, 0.102, 0.104, 0.123, 0.152, 0.132, 0.104, 0.092, 0.106, 0.090],
  "homo_energy_ev": -4.88,
  "e_tot_ha": -3831.9122,
  "total_charge": -1,
  "homo_lumo_gap_ev": 6.7061,
  "lumo_energy_ev": 1.82
}

Entry 2:
{
  "formula": "C24H18N10OReSSbSe4",
  "method": "wB97M-V/def2-TZVPD",
  "elements": ["Re", "N", "C", "N", "N", "N", "N", "C", "N", "N", "N", "N", "H", "Se", "Sb", "Se", "Se", "Se", "C", "C", "O", "S", "C", "C", "C", "C", "C", "C", "C", "C", "H", "H", "H", "H", "H", "H", "H", "C", "C", "C", "C", "C", "C", "N", "C", "C", "C", "C", "C", "C", "H", "H", "H", "H", "H", "H", "H", "H", "H", "H"],
  "positions_angstrom": [[0.35076, 0.78134, 1.09286], [1.00584, 3.16154, 3.57555], [0.60620, 1.92078, 3.94547], [0.54066, 1.50537, 5.18694], [0.10460, 0.22522, 5.10274], [-0.08504, -0.13597, 3.91135], [0.22353, 0.93759, 3.08227], [1.02797, 3.60316, 2.27810], [1.28587, 4.83598, 1.90614], [1.18881, 4.79896, 0.55825], [0.87642, 3.63398, 0.14253], [0.77139, 2.81871, 1.22377], [1.20338, 3.82492, 4.30765], [-2.57775, -5.98936, 1.29901], [-1.03489, -4.69447, 0.15745], [-0.46747, -1.37846, 1.09734], [0.34304, -3.22012, 2.14711], [-2.24706, -2.18675, -0.09971], [-7.36239, 5.23195, 0.47201], [-8.00541, 5.25770, -0.88537], [-8.91937, 5.97570, -1.17857], [-7.49217, 4.06815, -2.13534], [-5.95783, 3.39455, -1.54813], [-4.80206, 4.17194, -1.52533], [-3.60659, 3.62464, -1.10540], [-3.54726, 2.27723, -0.72950], [-4.70327, 1.49172, -0.78013], [-5.90186, 2.05193, -1.18299], [-2.31568, 1.71895, -0.29921], [-1.25326, 1.25830, 0.08459], [-7.68080, 6.12193, 1.00936], [-6.27849, 5.17898, 0.42802], [-7.71552, 4.34287, 0.99834], [-4.84435, 5.20564, -1.84319], [-2.70474, 4.22144, -1.07764], [-4.65191, 0.45114, -0.48914], [-6.80254, 1.45358, -1.20794], [4.91047, 2.48371, 1.92420], [4.60929, 2.77502, 0.59634], [3.64598, 2.05116, -0.08068], [2.98825, 1.02277, 0.58706], [3.31167, 0.69924, 1.90271], [4.26982, 1.44544, 2.57631], [1.84950, 0.38574, -0.00941], [2.04835, -0.65730, -0.94382], [3.24257, -1.37775, -0.96318], [3.37669, -2.44418, -1.83513], [2.33804, -2.79293, -2.68891], [1.16138, -2.05718, -2.68392], [1.01492, -0.98142, -1.82196], [5.65122, 3.07448, 2.44579], [5.11289, 3.59189, 0.09792], [3.36311, 2.29851, -1.09475], [2.83131, -0.15073, 2.37954], [4.51172, 1.20766, 3.60359], [4.04661, -1.11534, -0.28948], [4.29720, -3.01251, -1.84185], [2.45211, -3.62993, -3.36466], [0.35691, -2.30782, -3.36354], [0.11409, -0.37836, -1.83557]],
  "lowdin_charge": [1.219, 0.174, -0.438, 0.064, -0.038, -0.077, -0.177, -0.446, 0.057, -0.054, -0.038, -0.142, 0.159, -0.148, 0.282, 0.010, 0.094, 0.091, -0.042, -0.735, 0.016, 1.030, -0.544, -0.094, -0.004, -0.238, -0.009, -0.083, -0.066, -0.272, 0.089, 0.066, 0.097, 0.118, 0.125, 0.109, 0.108, -0.067, -0.054, -0.022, -0.345, -0.058, -0.064, -0.166, -0.297, -0.006, -0.067, -0.078, -0.075, -0.074, 0.109, 0.113, 0.125, 0.112, 0.113, 0.118, 0.109, 0.106, 0.112, 0.092],
  "homo_energy_ev": [-8.39, -8.39],
  "e_tot_ha": -11870.5365,
  "total_charge": 0,
  "homo_lumo_gap_ev": [5.4524, 5.4559],
  "lumo_energy_ev": [-2.94, -2.93]
}

Entry 3:
{
  "formula": "C24H19AsIrO5",
  "method": "wB97M-V/def2-TZVPD",
  "elements": ["Ir", "C", "O", "C", "O", "C", "O", "C", "O", "C", "H", "H", "C", "H", "H", "O", "As", "C", "C", "C", "C", "C", "C", "C", "C", "C", "C", "C", "C", "C", "C", "C", "C", "C", "C", "H", "H", "H", "H", "H", "H", "H", "H", "H", "H", "H", "H", "H", "H", "H"],
  "positions_angstrom": [[-0.28577, 2.61070, -1.88655], [-0.32688, 3.64977, -0.33073], [-0.32281, 4.20798, 0.73043], [-0.29832, 3.33447, -3.71520], [-0.29698, 3.80695, -4.78631], [-1.92032, 1.66508, -2.32053], [-2.94427, 1.25838, -2.67362], [1.37055, 1.52462, -2.31392], [2.36050, 0.95473, -2.50290], [-0.18547, -1.04151, -4.66256], [0.69607, -1.35214, -4.11032], [-1.05115, -1.33320, -4.07384], [-0.20594, 0.14763, -5.31593], [-1.11187, 0.70065, -5.47623], [0.65774, 0.77427, -5.42433], [0.12558, 0.14124, -1.32481], [0.12214, -0.30378, 0.31965], [-1.75267, -0.49579, 0.63178], [-2.29111, -1.75806, 0.95977], [-3.67284, -1.82339, 1.25193], [-4.50477, -0.69292, 1.19338], [-3.92725, 0.52519, 0.80466], [-2.55902, 0.64704, 0.51819], [1.03377, -1.99822, 0.81833], [1.69822, -2.78733, -0.14464], [2.37352, -3.96259, 0.27031], [2.40934, -4.35102, 1.62038], [1.72342, -3.56494, 2.56612], [1.03721, -2.39535, 2.16823], [1.01803, 1.06684, 1.39018], [2.38603, 1.29427, 1.11547], [3.06986, 2.18694, 1.95680], [2.46289, 2.83962, 3.02297], [1.08465, 2.59601, 3.24182], [0.36097, 1.70655, 2.42205], [-1.66170, -2.67225, 0.95976], [-4.10564, -2.78407, 1.53780], [-5.57193, -0.74580, 1.47184], [-4.54188, 1.41435, 0.72265], [-2.11420, 1.61293, 0.17947], [1.68637, -2.48153, -1.20442], [2.88794, -4.58347, -0.47544], [2.95961, -5.25488, 1.93460], [1.72407, -3.86365, 3.61887], [0.51190, -1.79681, 2.92693], [2.88717, 0.79220, 0.28811], [4.12217, 2.39071, 1.74537], [3.02452, 3.52788, 3.69568], [0.58531, 3.09787, 4.06308], [-0.72676, 1.56785, 2.59574]],
  "lowdin_charge": [1.221, -0.300, 0.105, -0.208, 0.191, -0.293, 0.178, -0.235, 0.165, -0.058, 0.033, 0.042, -0.056, 0.046, 0.045, -0.558, 1.273, -0.248, 0.018, 0.085, 0.055, 0.047, 0.000, -0.242, 0.049, 0.078, 0.034, 0.068, 0.019, -0.347, -0.079, -0.041, -0.009, -0.031, -0.126, 0.135, 0.157, 0.160, 0.147, 0.096, 0.146, 0.159, 0.155, 0.154, 0.146, 0.107, 0.131, 0.147, 0.125, 0.115],
  "homo_energy_ev": [-16.76, -16.76],
  "e_tot_ha": -3640.9082,
  "spin_multiplicity": 5,
  "total_charge": 3,
  "homo_lumo_gap_ev": [6.7820, 2.6315],
  "lumo_energy_ev": [-9.97, -14.13]
}

Entry 4:
{
  "formula": "C24H19AsMnO5",
  "method": "wB97M-V/def2-TZVPD",
  "elements": ["Mn", "C", "O", "C", "O", "C", "O", "C", "O", "C", "H", "H", "C", "H", "H", "O", "As", "C", "C", "C", "C", "C", "C", "C", "C", "C", "C", "C", "C", "C", "C", "C", "C", "C", "C", "H", "H", "H", "H", "H", "H", "H", "H", "H", "H", "H", "H", "H", "H", "H"],
  "positions_angstrom": [[-2.67724, 1.19602, -1.68680], [-1.35299, 0.47691, -2.51464], [-0.45950, -0.02401, -3.05602], [-3.93679, 1.17380, -2.91032], [-4.67934, 1.16939, -3.81051], [-2.10697, 2.93181, -1.87415], [-1.60369, 3.97349, -1.98481], [-3.09483, -0.26630, -0.58962], [-3.40753, -1.19932, 0.00477], [-3.45518, 2.30571, 0.63969], [-3.38223, 1.46999, 1.37410], [-2.66139, 3.08172, 0.74581], [-4.37432, 2.35019, -0.29582], [-4.57523, 3.25993, -0.96025], [-5.24291, 1.61147, -0.38094], [-1.13592, 0.46219, 0.42724], [0.40360, -0.24098, 0.46752], [1.65891, 0.83450, -0.51922], [2.93615, 0.32254, -0.82433], [3.85490, 1.11584, -1.54762], [3.48477, 2.41006, -1.95003], [2.22210, 2.90876, -1.62573], [1.31979, 2.12928, -0.90589], [1.00569, -0.30473, 2.29999], [0.28505, -1.05749, 3.23831], [0.77444, -1.19993, 4.54477], [1.95889, -0.56333, 4.92657], [2.65890, 0.22620, 4.00601], [2.18258, 0.36077, 2.68980], [0.22336, -1.98466, -0.33588], [-0.67901, -2.89772, 0.21789], [-0.81588, -4.17324, -0.33905], [-0.05110, -4.53715, -1.45469], [0.84059, -3.61398, -2.02420], [0.96352, -2.32821, -1.47246], [3.22535, -0.69424, -0.51033], [4.85381, 0.70262, -1.78568], [4.20273, 3.01086, -2.51313], [1.94520, 3.90926, -1.93994], [0.34765, 2.51204, -0.63033], [-0.65428, -1.52556, 2.94036], [0.22293, -1.80989, 5.26053], [2.33842, -0.67388, 5.94063], [3.57957, 0.74175, 4.30059], [2.72395, 0.97797, 1.96435], [-1.27833, -2.61399, 1.07726], [-1.52278, -4.88314, 0.09731], [-0.14556, -5.53885, -1.88838], [1.44084, -3.88873, -2.90229], [1.63930, -1.60575, -1.93046]],
  "lowdin_charge": [0.249, -0.196, 0.152, -0.112, 0.224, -0.094, 0.192, -0.113, 0.188, -0.031, 0.102, 0.105, -0.105, 0.127, 0.128, -0.479, 1.253, -0.269, 0.006, 0.086, 0.038, 0.072, 0.030, -0.299, -0.082, -0.027, -0.017, -0.029, -0.085, -0.226, 0.031, 0.050, 0.050, 0.090, -0.023, 0.146, 0.164, 0.150, 0.153, 0.114, 0.099, 0.129, 0.132, 0.130, 0.095, 0.125, 0.153, 0.153, 0.162, 0.107],
  "homo_energy_ev": [-17.02, -17.51],
  "e_tot_ha": -4687.6090,
  "spin_multiplicity": 5,
  "total_charge": 3,
  "homo_lumo_gap_ev": [7.3476, 3.4397],
  "lumo_energy_ev": [-9.67, -14.07]
}

What did the fourth record say?
{
  "formula": "C24H19AsMnO5",
  "method": "wB97M-V/def2-TZVPD",
  "elements": ["Mn", "C", "O", "C", "O", "C", "O", "C", "O", "C", "H", "H", "C", "H", "H", "O", "As", "C", "C", "C", "C", "C", "C", "C", "C", "C", "C", "C", "C", "C", "C", "C", "C", "C", "C", "H", "H", "H", "H", "H", "H", "H", "H", "H", "H", "H", "H", "H", "H", "H"],
  "positions_angstrom": [[-2.67724, 1.19602, -1.68680], [-1.35299, 0.47691, -2.51464], [-0.45950, -0.02401, -3.05602], [-3.93679, 1.17380, -2.91032], [-4.67934, 1.16939, -3.81051], [-2.10697, 2.93181, -1.87415], [-1.60369, 3.97349, -1.98481], [-3.09483, -0.26630, -0.58962], [-3.40753, -1.19932, 0.00477], [-3.45518, 2.30571, 0.63969], [-3.38223, 1.46999, 1.37410], [-2.66139, 3.08172, 0.74581], [-4.37432, 2.35019, -0.29582], [-4.57523, 3.25993, -0.96025], [-5.24291, 1.61147, -0.38094], [-1.13592, 0.46219, 0.42724], [0.40360, -0.24098, 0.46752], [1.65891, 0.83450, -0.51922], [2.93615, 0.32254, -0.82433], [3.85490, 1.11584, -1.54762], [3.48477, 2.41006, -1.95003], [2.22210, 2.90876, -1.62573], [1.31979, 2.12928, -0.90589], [1.00569, -0.30473, 2.29999], [0.28505, -1.05749, 3.23831], [0.77444, -1.19993, 4.54477], [1.95889, -0.56333, 4.92657], [2.65890, 0.22620, 4.00601], [2.18258, 0.36077, 2.68980], [0.22336, -1.98466, -0.33588], [-0.67901, -2.89772, 0.21789], [-0.81588, -4.17324, -0.33905], [-0.05110, -4.53715, -1.45469], [0.84059, -3.61398, -2.02420], [0.96352, -2.32821, -1.47246], [3.22535, -0.69424, -0.51033], [4.85381, 0.70262, -1.78568], [4.20273, 3.01086, -2.51313], [1.94520, 3.90926, -1.93994], [0.34765, 2.51204, -0.63033], [-0.65428, -1.52556, 2.94036], [0.22293, -1.80989, 5.26053], [2.33842, -0.67388, 5.94063], [3.57957, 0.74175, 4.30059], [2.72395, 0.97797, 1.96435], [-1.27833, -2.61399, 1.07726], [-1.52278, -4.88314, 0.09731], [-0.14556, -5.53885, -1.88838], [1.44084, -3.88873, -2.90229], [1.63930, -1.60575, -1.93046]],
  "lowdin_charge": [0.249, -0.196, 0.152, -0.112, 0.224, -0.094, 0.192, -0.113, 0.188, -0.031, 0.102, 0.105, -0.105, 0.127, 0.128, -0.479, 1.253, -0.269, 0.006, 0.086, 0.038, 0.072, 0.030, -0.299, -0.082, -0.027, -0.017, -0.029, -0.085, -0.226, 0.031, 0.050, 0.050, 0.090, -0.023, 0.146, 0.164, 0.150, 0.153, 0.114, 0.099, 0.129, 0.132, 0.130, 0.095, 0.125, 0.153, 0.153, 0.162, 0.107],
  "homo_energy_ev": [-17.02, -17.51],
  "e_tot_ha": -4687.6090,
  "spin_multiplicity": 5,
  "total_charge": 3,
  "homo_lumo_gap_ev": [7.3476, 3.4397],
  "lumo_energy_ev": [-9.67, -14.07]
}